Model w:
ORCA calculation (ωB97M-V with the def2-TZVPD basis set) on a 2-piece molecular cluster, H6N2 overall.

Output
charge	0

CARTESIAN COORDINATES (ANGSTROEM)
N: 4.236 -3.159 -2.921
H: 4.130 -2.301 -3.447
H: 3.303 -3.511 -2.754
H: 4.676 -2.961 -2.033
N: -4.080 3.264 2.812
H: -4.673 2.924 2.061
H: -4.426 2.865 3.681
H: -3.166 2.879 2.602

Results of the Mulliken charge analysis, in e, for atoms 1 through 6: atom 1 (N): -0.646, atom 2 (H): 0.215, atom 3 (H): 0.215, atom 4 (H): 0.215, atom 5 (N): -0.652, atom 6 (H): 0.217

***

Model x:
ORCA calculation (ωB97M-V with the def2-TZVPD basis set) on a 2-piece molecular cluster, H6N2 overall.

Output
charge	0

CARTESIAN COORDINATES (ANGSTROEM)
N: 1.362 -1.422 0.431
H: 0.842 -0.571 0.193
H: 1.872 -1.705 -0.412
H: 2.064 -1.157 1.129
N: -1.279 1.103 -0.405
H: -1.889 0.407 0.037
H: -1.780 1.459 -1.226
H: -1.193 1.884 0.253

Results of the Mulliken charge analysis, in e, for atoms 1 through 6: atom 1 (N): -0.662, atom 2 (H): 0.234, atom 3 (H): 0.215, atom 4 (H): 0.215, atom 5 (N): -0.685, atom 6 (H): 0.229

***

Energies, relative to the best one, in kcal/mol: model w 2.3; model x 0.0.

***

Model w:
ORCA calculation (ωB97M-V with the def2-TZVPD basis set) on a 2-piece molecular cluster, H6N2 overall.

Output
charge	0

CARTESIAN COORDINATES (ANGSTROEM)
N: -0.025 -1.458 0.489
H: -0.189 -2.108 -0.286
H: 0.293 -2.018 1.286
H: 0.761 -0.859 0.214
N: -0.370 1.828 -0.327
H: 0.533 2.152 -0.686
H: -0.833 1.327 -1.093
H: -0.170 1.136 0.403

Results of the Mulliken charge analysis, in e, for atoms 1 through 6: atom 1 (N): -0.679, atom 2 (H): 0.219, atom 3 (H): 0.222, atom 4 (H): 0.238, atom 5 (N): -0.679, atom 6 (H): 0.222

***

Model x:
ORCA calculation (ωB97M-V with the def2-TZVPD basis set) on a 2-piece molecular cluster, H6N2 overall.

Output
charge	0

CARTESIAN COORDINATES (ANGSTROEM)
N: -1.745 -0.098 0.409
H: -1.547 0.528 1.219
H: -1.826 0.252 -0.529
H: -0.921 -0.690 0.322
N: 1.253 -0.139 -0.501
H: 1.275 -0.085 0.520
H: 2.183 -0.640 -0.634
H: 1.329 0.870 -0.806

Results of the Mulliken charge analysis, in e, for atoms 1 through 6: atom 1 (N): -0.710, atom 2 (H): 0.222, atom 3 (H): 0.226, atom 4 (H): 0.256, atom 5 (N): -0.709, atom 6 (H): 0.241

***

Energies, relative to the best one, in kcal/mol: model w 0.0; model x 7.4.

***

Model w:
ORCA calculation (ωB97M-V with the def2-TZVPD basis set) on one molecule with the formula C3H3NS2.

Output
charge	0

CARTESIAN COORDINATES (ANGSTROEM)
N: 2.207 1.819 -0.066
C: 1.438 0.979 0.105
C: 0.625 -0.144 0.268
S: 1.640 -1.557 -0.181
C: -0.812 -0.055 0.525
S: -1.593 0.091 -1.144
H: -1.057 0.885 1.022
H: -1.242 -0.902 1.051
H: -1.206 -1.115 -1.579

Results of the Mulliken charge analysis, in e, for atoms 1 through 6: atom 1 (N): -0.342, atom 2 (C): 0.206, atom 3 (C): 0.148, atom 4 (S): -0.112, atom 5 (C): -0.568, atom 6 (S): -0.143

***

Model x:
ORCA calculation (ωB97M-V with the def2-TZVPD basis set) on a 2-piece molecular cluster, C3H3NS2 overall.

Output
charge	0

CARTESIAN COORDINATES (ANGSTROEM)
C: -0.507 -0.599 0.936
C: -1.916 0.798 -1.475
C: 1.944 -0.208 0.783
N: 0.695 -0.509 0.957
S: -2.653 1.170 -0.186
S: -1.333 0.739 -2.902
H: -1.186 -1.249 0.507
H: 2.830 -0.613 1.304
H: 2.127 0.472 0.075

Results of the Mulliken charge analysis, in e, for atoms 1 through 6: atom 1 (C): -0.366, atom 2 (C): 0.482, atom 3 (C): -0.398, atom 4 (N): -0.077, atom 5 (S): -0.209, atom 6 (S): -0.275

***

Energies, relative to the best one, in kcal/mol: model w 0.0; model x 37.3.